DFT (wB97M-V/def2-TZVPD) results for a structure of composition C17H27CrO7PS2.

```
55
Properties=species:S:1:pos:R:3:lowdin_charge:R:1
Cr 0.188 -0.035 -0.500 0.61
O -1.683 3.715 -0.234 0.16
C -1.505 2.421 -0.466 -0.47
O -0.410 1.952 -0.688 -0.02
C -2.801 1.653 -0.520 -0.12
O -2.615 0.272 -0.559 -0.14
C -2.509 -0.415 0.700 -0.11
C -1.078 -0.702 1.036 -0.44
O -1.264 -3.130 0.934 0.01
O -0.304 0.339 1.365 -0.14
H -0.816 4.145 -0.320 0.15
H -3.258 1.953 -1.469 0.14
H -3.454 1.978 0.295 0.15
H -3.072 -1.341 0.580 0.14
H -2.990 0.189 1.483 0.14
C 0.865 -2.250 3.662 -0.03
C 0.612 -2.144 2.195 -0.20
C 1.602 -2.051 1.283 -0.04
C 1.410 -2.041 -0.134 -0.17
C 0.324 -2.620 -0.830 -0.11
C -0.816 -3.187 -0.319 -0.10
C -0.815 -2.010 1.755 -0.20
H 0.538 -1.338 4.171 0.10
H 1.918 -2.409 3.884 0.08
H 0.292 -3.076 4.090 0.09
H 2.626 -1.968 1.631 0.13
H 2.293 -1.888 -0.743 0.09
H 0.438 -2.724 -1.903 0.10
H -1.458 -3.779 -0.961 0.13
H -1.464 -2.092 2.634 0.16
C -3.027 -1.491 -3.222 -0.05
C -1.856 -1.680 -4.159 -0.47
C -1.657 -3.128 -4.551 -0.04
O -0.646 -1.241 -3.480 -0.36
P 0.028 0.179 -3.856 -0.13
S -1.269 1.620 -3.928 0.32
S 1.540 0.324 -2.516 0.40
O 0.646 -0.015 -5.305 -0.32
C 1.681 -0.864 -5.854 -0.43
C 2.198 -1.949 -4.929 -0.08
C 1.122 -1.437 -7.144 -0.04
H -3.954 -1.805 -3.707 0.09
H -3.114 -0.447 -2.933 0.04
H -2.884 -2.091 -2.321 0.07
H -1.999 -1.065 -5.052 0.12
H -1.581 -3.758 -3.662 0.08
H -0.755 -3.259 -5.144 0.06
H -2.506 -3.478 -5.140 0.09
H 2.503 -0.185 -6.092 0.14
H 1.401 -2.628 -4.629 0.07
H 2.659 -1.544 -4.032 0.03
H 2.945 -2.525 -5.480 0.09
H 0.477 -2.295 -6.945 0.07
H 1.936 -1.768 -7.791 0.08
H 0.544 -0.683 -7.674 0.09
```

Computed properties:
⟨S²⟩	6.453
energy	-91781.4743	eV
HOMO energy (spin up / spin down)	-0.2721 / -0.2777	Ha
2S+1	5
Kohn-Sham gap (spin up / spin down)	7.84 / 6.40	eV